--- P ---
{"formula": "C3H18O6", "method": "the ωB97M-V functional and the def2-TZVPD basis", "symbols": ["C", "O", "H", "H", "H", "H", "C", "O", "H", "H", "H", "H", "C", "O", "H", "H", "H", "H", "O", "H", "H", "O", "H", "H", "O", "H", "H"], "coordinates": [[-0.54, -1.05, 2.64], [-0.55, -1.83, 3.81], [-0.43, -1.62, 1.73], [-1.51, -0.55, 2.62], [0.21, -0.26, 2.68], [-0.67, -1.18, 4.50], [-0.27, -2.26, -1.33], [-0.92, -1.54, -2.39], [0.47, -1.64, -0.80], [-1.00, -2.59, -0.59], [0.26, -3.10, -1.73], [-1.17, -0.67, -2.06], [3.03, 1.21, -1.23], [2.07, 0.27, -1.74], [3.05, 2.08, -1.89], [2.84, 1.46, -0.17], [3.95, 0.67, -1.37], [1.93, 0.38, -2.67], [-1.51, 2.37, 1.51], [-0.60, 2.05, 1.39], [-1.67, 2.93, 0.75], [-2.13, 0.82, -1.19], [-2.65, 1.45, -1.70], [-2.61, 0.69, -0.36], [0.26, 0.77, 0.22], [-0.55, 0.96, -0.26], [0.72, 0.16, -0.36]], "nbo_charge": [-0.25, -0.72, 0.18, 0.16, 0.17, 0.46, -0.25, -0.75, 0.16, 0.16, 0.18, 0.48, -0.25, -0.76, 0.17, 0.20, 0.17, 0.48, -0.96, 0.50, 0.46, -0.97, 0.49, 0.50, -1.00, 0.49, 0.50], "smiles": "CO.CO.CO.O.O.O", "homo_energy_ev": -9.9, "gap_ev": 10.05, "e_lumo_ev": 0.17}

---

--- Q ---
{"formula": "C3H18O6", "method": "the ωB97M-V functional and the def2-TZVPD basis", "symbols": ["C", "O", "H", "H", "H", "H", "C", "O", "H", "H", "H", "H", "C", "O", "H", "H", "H", "H", "O", "H", "H", "O", "H", "H", "O", "H", "H"], "coordinates": [[-15.33, 1.39, 14.62], [-16.48, 0.84, 13.98], [-15.62, 2.18, 15.32], [-14.87, 0.59, 15.19], [-14.63, 1.82, 13.91], [-16.52, 1.25, 13.10], [-18.82, 6.63, 8.90], [-18.76, 5.72, 9.99], [-18.91, 6.17, 7.90], [-19.64, 7.31, 9.09], [-17.85, 7.13, 8.81], [-18.23, 4.97, 9.72], [-14.39, 4.09, 11.25], [-15.73, 4.27, 10.85], [-14.10, 3.03, 11.27], [-13.65, 4.61, 10.63], [-14.30, 4.45, 12.27], [-15.89, 4.04, 9.92], [-17.03, 6.00, 12.96], [-17.89, 5.74, 12.62], [-16.41, 5.39, 12.54], [-17.66, 1.92, 11.53], [-17.65, 2.73, 11.02], [-18.59, 1.71, 11.67], [-16.45, 3.86, 8.14], [-16.09, 3.89, 7.24], [-17.13, 3.18, 8.12]], "nbo_charge": [-0.25, -0.74, 0.16, 0.17, 0.16, 0.49, -0.25, -0.72, 0.16, 0.19, 0.17, 0.46, -0.25, -0.78, 0.16, 0.17, 0.18, 0.50, -0.95, 0.47, 0.48, -0.95, 0.48, 0.48, -0.96, 0.50, 0.48], "smiles": "CO.CO.CO.O.O.O", "homo_energy_ev": -9.7, "gap_ev": 9.50, "e_lumo_ev": -0.23}

---

--- R ---
{"formula": "C3H18O6", "method": "the ωB97M-V functional and the def2-TZVPD basis", "symbols": ["O", "H", "H", "O", "H", "H", "O", "H", "H", "O", "H", "H", "O", "H", "H", "C", "C", "C", "O", "H", "H", "H", "H", "H", "H", "H", "H"], "coordinates": [[-2.60, -1.70, 1.37], [-1.85, -1.54, 0.80], [-2.78, -0.85, 1.78], [-1.01, -1.36, 0.08], [-0.80, -0.45, -0.17], [-0.51, -1.89, -0.55], [0.29, -2.14, -1.47], [0.16, -3.09, -1.40], [1.24, -2.04, -1.57], [-1.57, 2.21, 0.60], [-2.08, 2.62, -0.11], [-1.03, 1.56, 0.16], [0.34, -2.11, 2.00], [0.88, -2.73, 1.52], [-0.11, -1.61, 1.33], [1.09, 2.27, -1.05], [0.82, 0.83, -0.66], [1.42, 0.63, 0.77], [-0.59, 0.59, -0.66], [0.40, 2.66, -1.80], [2.10, 2.57, -1.32], [0.86, 2.84, -0.15], [1.43, 0.20, -1.30], [1.51, -0.42, 1.08], [0.87, 1.18, 1.54], [2.43, 1.04, 0.74], [-0.89, 0.71, -1.57]], "nbo_charge": [-1.02, 0.43, 0.43, -0.94, 0.45, 0.46, -0.89, 0.50, 0.50, -0.97, 0.45, 0.45, -0.96, 0.44, 0.47, -0.65, 0.08, -0.65, -0.64, 0.21, 0.23, 0.24, 0.17, 0.25, 0.24, 0.22, 0.52], "homo_energy_ev": -8.4, "gap_ev": 7.96, "e_lumo_ev": -0.42}

---

Relative energies, unit kJ/mol: P 11.2; Q 0.0; R 391.7

---

--- P ---
{"formula": "C14H16", "method": "the ωB97M-V functional and the def2-TZVPD basis", "symbols": ["C", "C", "C", "C", "C", "C", "C", "H", "H", "H", "H", "H", "H", "H", "H", "C", "C", "C", "C", "C", "C", "C", "H", "H", "H", "H", "H", "H", "H", "H"], "coordinates": [[-1.37, 1.61, -4.43], [-1.42, 0.97, -3.11], [-0.36, 0.54, -2.31], [-0.40, 0.25, -0.96], [-1.56, 0.64, -0.32], [-2.68, 1.03, -0.99], [-2.57, 1.21, -2.34], [-0.67, 1.22, -5.17], [-1.05, 2.69, -4.50], [-2.25, 1.51, -5.05], [0.63, 0.46, -2.84], [0.40, -0.37, -0.54], [-1.65, 0.47, 0.77], [-3.57, 1.30, -0.49], [-3.47, 1.82, -2.80], [1.68, -2.87, 0.70], [1.50, -1.61, 1.53], [2.22, -0.46, 1.29], [2.22, 0.62, 2.20], [1.36, 0.55, 3.28], [0.60, -0.61, 3.59], [0.63, -1.68, 2.69], [1.92, -2.57, -0.33], [0.73, -3.55, 0.92], [2.60, -3.21, 1.18], [2.91, -0.38, 0.44], [2.85, 1.45, 2.07], [1.40, 1.45, 3.97], [-0.06, -0.66, 4.44], [0.11, -2.69, 2.98]], "nbo_charge": [-0.64, -0.07, -0.18, -0.23, -0.20, -0.23, -0.17, 0.22, 0.22, 0.23, 0.19, 0.23, 0.21, 0.21, 0.20, -0.64, 0.00, -0.24, -0.20, -0.22, -0.22, -0.22, 0.22, 0.23, 0.23, 0.21, 0.21, 0.21, 0.22, 0.21], "smiles": "Cc1ccccc1.Cc1ccccc1", "homo_energy_ev": -8.9, "gap_ev": 9.84, "e_lumo_ev": 0.93}

---

--- Q ---
{"formula": "C14H16", "method": "the ωB97M-V functional and the def2-TZVPD basis", "symbols": ["C", "C", "C", "C", "C", "C", "C", "H", "H", "H", "H", "H", "H", "H", "H", "C", "C", "C", "C", "C", "C", "C", "H", "H", "H", "H", "H", "H", "H", "H"], "coordinates": [[4.45, 2.60, 0.73], [3.06, 2.74, 0.30], [1.99, 3.10, 1.00], [0.66, 2.96, 0.62], [0.38, 2.53, -0.70], [1.51, 2.47, -1.53], [2.77, 2.56, -1.01], [4.99, 1.88, 0.08], [4.33, 2.29, 1.81], [5.01, 3.51, 0.87], [2.19, 3.63, 1.93], [-0.13, 3.24, 1.33], [-0.62, 2.19, -1.07], [1.37, 2.58, -2.60], [3.50, 2.69, -1.74], [-2.45, -4.88, -0.38], [-2.35, -3.45, -0.12], [-1.54, -2.62, -0.84], [-1.56, -1.25, -0.61], [-2.28, -0.64, 0.30], [-3.15, -1.43, 1.07], [-3.21, -2.85, 0.81], [-2.17, -5.53, 0.50], [-1.67, -5.34, -1.10], [-3.44, -4.98, -0.85], [-0.95, -3.02, -1.62], [-0.96, -0.64, -1.39], [-2.23, 0.34, 0.86], [-3.72, -1.15, 1.93], [-3.80, -3.53, 1.43]], "nbo_charge": [-0.63, -0.01, -0.22, -0.21, -0.22, -0.21, -0.22, 0.23, 0.22, 0.22, 0.20, 0.22, 0.22, 0.21, 0.20, -0.64, -0.03, -0.21, -0.20, -0.25, -0.19, -0.21, 0.23, 0.22, 0.23, 0.21, 0.21, 0.23, 0.21, 0.20], "smiles": "Cc1ccccc1.Cc1ccccc1", "homo_energy_ev": -9.0, "gap_ev": 9.95, "e_lumo_ev": 0.96}

---

Relative energies, unit kJ/mol: P 0.0; Q 57.3

---

--- P ---
{"formula": "C14H16", "method": "the ωB97M-V functional and the def2-TZVPD basis", "symbols": ["C", "C", "C", "C", "C", "C", "C", "H", "H", "H", "H", "H", "H", "H", "H", "C", "C", "C", "C", "C", "C", "C", "H", "H", "H", "H", "H", "H", "H", "H"], "coordinates": [[-0.64, 2.71, 2.25], [0.44, 1.72, 1.89], [1.30, 2.03, 0.81], [2.30, 1.14, 0.48], [2.32, -0.12, 1.10], [1.48, -0.41, 2.15], [0.52, 0.53, 2.57], [-1.49, 2.23, 2.72], [-1.03, 3.32, 1.42], [-0.23, 3.46, 2.94], [1.12, 3.00, 0.36], [3.06, 1.36, -0.24], [2.97, -0.94, 0.84], [1.59, -1.39, 2.60], [-0.17, 0.29, 3.36], [-1.25, -2.23, 0.27], [-1.04, -1.52, -1.04], [-2.09, -1.23, -1.88], [-1.81, -0.77, -3.16], [-0.56, -0.41, -3.60], [0.47, -0.62, -2.67], [0.31, -1.31, -1.49], [-2.03, -1.59, 0.72], [-0.42, -2.33, 0.96], [-1.47, -3.28, 0.10], [-3.10, -1.30, -1.51], [-2.65, -0.56, -3.82], [-0.35, 0.21, -4.46], [1.51, -0.42, -2.99], [0.95, -1.56, -0.66]], "nbo_charge": [-0.63, -0.02, -0.20, -0.20, -0.23, -0.21, -0.22, 0.22, 0.22, 0.22, 0.21, 0.21, 0.21, 0.21, 0.21, -0.65, 0.02, -0.24, -0.19, -0.24, -0.18, -0.24, 0.22, 0.22, 0.22, 0.21, 0.20, 0.22, 0.20, 0.22], "smiles": "Cc1ccccc1.Cc1ccccc1", "homo_energy_ev": -8.8, "gap_ev": 9.70, "e_lumo_ev": 0.90}

---

--- Q ---
{"formula": "C14H16", "method": "the ωB97M-V functional and the def2-TZVPD basis", "symbols": ["C", "C", "C", "C", "C", "C", "C", "H", "H", "H", "H", "H", "H", "H", "H", "C", "C", "C", "C", "C", "C", "C", "H", "H", "H", "H", "H", "H", "H", "H"], "coordinates": [[-3.58, 0.13, 1.04], [-2.24, 0.02, 1.71], [-2.04, -0.96, 2.65], [-0.74, -1.04, 3.24], [0.16, -0.04, 2.98], [-0.13, 1.06, 2.16], [-1.32, 1.05, 1.43], [-3.46, 0.01, -0.02], [-4.04, 1.11, 1.18], [-4.32, -0.61, 1.33], [-2.79, -1.71, 2.89], [-0.44, -1.87, 3.85], [1.17, -0.25, 3.24], [0.62, 1.87, 1.99], [-1.47, 1.79, 0.71], [-0.52, -0.18, -1.79], [0.96, -0.06, -2.09], [1.63, -1.23, -2.34], [3.02, -1.10, -2.45], [3.61, 0.14, -2.38], [2.97, 1.30, -1.88], [1.57, 1.23, -1.89], [-1.05, -0.82, -2.50], [-1.03, 0.76, -1.68], [-0.47, -0.78, -0.85], [1.14, -2.18, -2.18], [3.61, -1.92, -2.83], [4.70, 0.16, -2.46], [3.53, 2.13, -1.50], [0.96, 1.98, -1.56]], "nbo_charge": [-0.63, -0.01, -0.22, -0.19, -0.24, -0.19, -0.22, 0.21, 0.22, 0.21, 0.21, 0.21, 0.21, 0.21, 0.21, -0.64, 0.01, -0.23, -0.20, -0.23, -0.19, -0.22, 0.22, 0.21, 0.23, 0.21, 0.21, 0.21, 0.22, 0.20], "smiles": "Cc1ccccc1.Cc1ccccc1", "homo_energy_ev": -8.7, "gap_ev": 9.67, "e_lumo_ev": 0.92}

---

Relative energies, unit kJ/mol: P 0.0; Q 27.8

---

--- P ---
{"formula": "C14H16", "method": "the ωB97M-V functional and the def2-TZVPD basis", "symbols": ["C", "C", "C", "C", "C", "C", "C", "H", "H", "H", "H", "H", "H", "H", "H", "C", "C", "C", "C", "C", "C", "C", "H", "H", "H", "H", "H", "H", "H", "H"], "coordinates": [[4.26, -1.37, -2.08], [3.30, -0.39, -1.44], [2.05, -0.42, -2.05], [0.99, 0.22, -1.48], [1.12, 0.84, -0.23], [2.30, 0.67, 0.47], [3.45, 0.13, -0.16], [4.18, -1.44, -3.17], [4.26, -2.41, -1.64], [5.32, -1.33, -1.63], [2.08, -0.92, -3.05], [0.01, 0.25, -1.87], [0.38, 1.59, 0.07], [2.59, 1.26, 1.50], [4.37, 0.32, 0.35], [-2.52, -0.98, -0.73], [-2.70, -0.17, 0.52], [-3.56, 0.98, 0.49], [-3.52, 1.72, 1.66], [-2.78, 1.31, 2.79], [-2.02, 0.13, 2.78], [-2.03, -0.58, 1.70], [-1.55, -1.38, -0.99], [-2.99, -0.48, -1.58], [-3.28, -1.80, -0.81], [-4.04, 1.32, -0.39], [-3.97, 2.68, 1.82], [-2.81, 1.89, 3.60], [-1.54, -0.17, 3.72], [-1.38, -1.49, 1.84]], "nbo_charge": [-0.65, -0.03, -0.20, -0.21, -0.23, -0.19, -0.23, 0.22, 0.23, 0.22, 0.21, 0.21, 0.23, 0.21, 0.22, -0.65, 0.00, -0.23, -0.20, -0.21, -0.21, -0.22, 0.23, 0.22, 0.22, 0.22, 0.21, 0.19, 0.21, 0.22], "smiles": "Cc1ccccc1.Cc1ccccc1", "homo_energy_ev": -8.6, "gap_ev": 9.55, "e_lumo_ev": 0.93}

---

--- Q ---
{"formula": "C14H16", "method": "the ωB97M-V functional and the def2-TZVPD basis", "symbols": ["C", "C", "C", "C", "C", "C", "C", "H", "H", "H", "H", "H", "H", "H", "H", "C", "C", "C", "C", "C", "C", "C", "H", "H", "H", "H", "H", "H", "H", "H"], "coordinates": [[-0.40, -0.90, 2.47], [0.20, -2.19, 1.92], [-0.29, -3.30, 2.60], [0.23, -4.56, 2.24], [0.96, -4.67, 1.07], [1.35, -3.54, 0.39], [1.05, -2.24, 0.84], [-1.07, -0.33, 1.82], [0.44, -0.21, 2.69], [-1.01, -0.86, 3.37], [-0.77, -3.17, 3.56], [0.17, -5.44, 2.86], [1.30, -5.62, 0.65], [1.77, -3.68, -0.61], [1.58, -1.46, 0.30], [2.02, 2.91, -1.54], [0.50, 2.87, -1.51], [-0.33, 2.83, -0.43], [-1.75, 2.88, -0.65], [-2.34, 3.18, -1.85], [-1.48, 3.14, -2.98], [-0.13, 3.02, -2.80], [2.35, 3.21, -0.53], [2.21, 3.74, -2.22], [2.39, 1.95, -1.87], [-0.02, 2.89, 0.61], [-2.25, 2.75, 0.32], [-3.40, 3.25, -1.98], [-1.88, 3.26, -3.99], [0.61, 3.39, -3.51]], "nbo_charge": [-0.64, 0.00, -0.23, -0.19, -0.24, -0.18, -0.24, 0.22, 0.21, 0.22, 0.22, 0.21, 0.21, 0.21, 0.22, -0.63, 0.02, -0.24, -0.19, -0.23, -0.20, -0.23, 0.21, 0.22, 0.23, 0.21, 0.21, 0.22, 0.21, 0.20], "smiles": "Cc1ccccc1.Cc1ccccc1", "homo_energy_ev": -9.0, "gap_ev": 9.89, "e_lumo_ev": 0.87}

---

Relative energies, unit kJ/mol: P 94.1; Q 0.0

---

--- P ---
{"formula": "C14H16", "method": "the ωB97M-V functional and the def2-TZVPD basis", "symbols": ["C", "C", "C", "C", "C", "C", "C", "H", "H", "H", "H", "H", "H", "H", "H", "C", "C", "C", "C", "C", "C", "C", "H", "H", "H", "H", "H", "H", "H", "H"], "coordinates": [[-2.69, 1.15, -0.12], [-1.57, 2.17, -0.59], [-0.75, 2.42, 0.46], [0.28, 3.37, 0.31], [0.48, 3.90, -0.87], [-0.36, 3.61, -1.97], [-1.47, 2.70, -1.83], [-3.45, 0.88, -0.82], [-3.22, 1.62, 0.68], [-2.18, 0.21, 0.03], [-0.82, 1.72, 1.30], [1.01, 3.65, 1.23], [1.37, 4.60, -0.86], [-0.16, 4.10, -2.91], [-2.22, 2.54, -2.63], [0.15, -4.27, -1.02], [0.73, -3.28, 0.02], [-0.29, -2.68, 0.74], [0.09, -1.70, 1.64], [1.45, -1.39, 1.90], [2.48, -2.11, 1.24], [2.05, -3.13, 0.27], [0.86, -4.26, -1.90], [-0.86, -3.89, -1.24], [0.14, -5.24, -0.64], [-1.32, -3.12, 0.61], [-0.66, -1.25, 2.33], [1.69, -0.55, 2.54], [3.45, -1.93, 1.49], [2.91, -3.54, -0.23]], "nbo_charge": [-0.64, 0.00, -0.23, -0.18, -0.26, -0.18, -0.23, 0.21, 0.22, 0.22, 0.22, 0.21, 0.22, 0.21, 0.22, -0.62, -0.01, -0.23, -0.20, -0.23, -0.17, -0.24, 0.21, 0.21, 0.21, 0.22, 0.21, 0.21, 0.20, 0.22], "smiles": "Cc1ccccc1.Cc1ccccc1", "homo_energy_ev": -8.9, "gap_ev": 9.87, "e_lumo_ev": 0.94}

---

--- Q ---
{"formula": "C14H16", "method": "the ωB97M-V functional and the def2-TZVPD basis", "symbols": ["C", "C", "C", "C", "C", "C", "C", "H", "H", "H", "H", "H", "H", "H", "H", "C", "C", "C", "C", "C", "C", "C", "H", "H", "H", "H", "H", "H", "H", "H"], "coordinates": [[-1.04, 1.34, 0.72], [-0.02, 1.69, 1.78], [0.76, 2.76, 1.49], [1.53, 3.28, 2.60], [1.51, 2.65, 3.81], [0.81, 1.54, 4.08], [-0.02, 1.10, 3.02], [-0.63, 0.69, -0.08], [-1.47, 2.34, 0.34], [-1.92, 0.90, 1.27], [0.66, 3.10, 0.45], [1.92, 4.30, 2.52], [2.18, 3.09, 4.61], [0.62, 1.08, 5.06], [-0.80, 0.43, 3.30], [-0.15, -1.98, -4.50], [0.01, -2.10, -2.99], [0.59, -1.03, -2.24], [0.27, -1.10, -0.90], [-0.44, -2.14, -0.28], [-0.95, -3.07, -1.15], [-0.75, -3.14, -2.52], [0.53, -1.27, -4.99], [-1.03, -1.31, -4.84], [-0.06, -2.96, -4.97], [1.22, -0.22, -2.55], [0.53, -0.28, -0.31], [-0.79, -2.13, 0.76], [-1.78, -3.57, -0.54], [-1.30, -4.00, -2.99]], "nbo_charge": [-0.64, -0.04, -0.21, -0.20, -0.24, -0.20, -0.21, 0.23, 0.21, 0.22, 0.22, 0.21, 0.21, 0.22, 0.20, -0.64, 0.00, -0.25, -0.17, -0.25, -0.18, -0.25, 0.21, 0.22, 0.22, 0.23, 0.19, 0.22, 0.20, 0.24], "smiles": "Cc1ccccc1.Cc1ccccc1", "homo_energy_ev": -8.9, "gap_ev": 9.83, "e_lumo_ev": 0.90}

---

Relative energies, unit kJ/mol: P 0.0; Q 70.5